This record from OMol25 describes a gas-phase ion, C2H7N4S (charge +1) in a non-equilibrium geometry. The level of theory is ωB97M-V with the def2-TZVPD basis set.

Its energy above the lowest of the compared OMol25 structures with the same formula, charge and spin is 337.53 kJ/mol. As for the charge: +1. As for the orbital gap: 0.365 Eh. Its LUMO energy is -4.526 eV. As for the structure (SMILES): NN1C=NC[N@@H+]1S.

```
14
Properties=species:S:1:pos:R:3:forces:R:3:lowdin_charge:R:1
N -0.449 1.798 0.184 0.5 1.0 -0.5 0.058
N -0.571 0.531 -0.233 -1.8 -4.5 0.8 -0.214
C -1.184 -0.556 0.680 1.5 2.5 -0.5 -0.022
N -0.615 -1.668 0.650 -2.8 0.5 0.9 0.113
C 0.140 -1.697 -0.471 1.0 2.1 -1.5 -0.149
N 0.563 -0.160 -0.726 1.8 1.7 0.5 -0.261
S 2.085 0.201 0.334 0.1 -2.4 -0.6 0.893
H -1.336 2.202 0.002 -0.4 1.2 -0.1 0.107
H -0.054 2.005 1.091 -0.3 -0.5 0.4 0.096
H -1.988 -0.179 1.260 -0.6 0.0 0.8 0.132
H 1.015 -2.194 -0.278 2.2 -1.6 -0.5 0.090
H -0.423 -1.860 -1.368 -0.1 -0.9 -0.5 0.146
H 0.811 0.105 -1.714 -0.5 -0.4 1.1 0.176
H 2.006 1.473 0.589 -0.6 1.3 -0.3 -0.165
```
Forces are in eV/Å.